Formula: C21H28N2O6S2
Source: the Open Molecules 2025 dataset
Level of theory: wB97M-V/def2-TZVPD

Last columns: bonded neighbours and bond lengths (Å).
Element x y z (Å)
1 C -2.0279 3.5979 2.4714  H2 1.093, H3 1.094, H4 1.089, O5 1.414
2 H -1.0093 3.9939 2.4425  C1 1.093
3 H -2.7007 4.2556 1.9135  C1 1.094
4 H -2.3634 3.5352 3.5053  C1 1.089
5 O -2.0834 2.2727 1.9803  C1 1.414, C6 1.356
6 C -1.7873 2.0449 0.6773  O5 1.356, C7 1.391, C11 1.396
7 C -1.4051 3.0169 -0.2421  C6 1.391, C8 1.384, H59 1.077
8 C -1.1355 2.6472 -1.5487  C7 1.384, C9 1.382, H58 1.079
9 C -1.2124 1.3261 -1.9488  C8 1.382, C10 1.390, H57 1.080
10 C -1.5720 0.3457 -1.0313  C9 1.390, C11 1.382, C13 1.509
11 C -1.8780 0.7147 0.2651  C6 1.396, C10 1.382, H12 1.078
12 H -2.1673 -0.0311 0.9881  C11 1.078
13 C -1.6268 -1.1095 -1.4257  C10 1.509, N14 1.453, H55 1.096, H56 1.093
14 N -1.0788 -1.9494 -0.3748  C13 1.453, S15 1.672, C40 1.447
15 S 0.5858 -2.0909 -0.4516  N14 1.672, O16 1.438, O17 1.431, C18 1.794
16 O 1.0243 -2.2898 -1.8070  S15 1.438
17 O 1.0030 -3.0335 0.5412  S15 1.431
18 C 1.0986 -0.4526 0.0713  S15 1.794, C19 1.381, C23 1.382
19 C 1.6017 0.4345 -0.8603  C18 1.381, C20 1.385, H39 1.078
20 C 1.8933 1.7301 -0.4665  C19 1.385, C21 1.382, H38 1.078
21 C 1.6709 2.0982 0.8465  C20 1.382, C22 1.383, S26 1.797
22 C 1.2061 1.1993 1.7894  C21 1.383, C23 1.385, H25 1.078
23 C 0.9151 -0.0962 1.3941  C18 1.382, C22 1.385, H24 1.078
24 H 0.5368 -0.8311 2.0858  C23 1.078
25 H 1.0388 1.5341 2.8007  C22 1.078
26 S 2.0181 3.7942 1.3274  C21 1.797, O27 1.434, O28 1.431, N29 1.666
27 O 1.1986 4.1272 2.4558  S26 1.434
28 O 1.9420 4.6222 0.1629  S26 1.431
29 N 3.6023 3.7908 1.8446  S26 1.666, C30 1.442, C34 1.441
30 C 4.5726 3.5744 0.8007  N29 1.442, H31 1.087, H32 1.090, H33 1.098
31 H 4.2466 4.1423 -0.0667  C30 1.087
32 H 5.5426 3.9468 1.1305  C30 1.090
33 H 4.6677 2.5138 0.5347  C30 1.098
34 C 3.8325 3.0693 3.0710  N29 1.441, H35 1.090, H36 1.098, H37 1.087
35 H 4.7629 3.4156 3.5212  C34 1.090
36 H 3.8943 1.9853 2.9104  C34 1.098
37 H 3.0058 3.2950 3.7394  C34 1.087
38 H 2.2496 2.4707 -1.1643  C20 1.078
39 H 1.7415 0.0995 -1.8755  C19 1.078
40 C -1.7745 -3.1629 -0.0034  N14 1.447, H41 1.092, H42 1.092, C43 1.531
41 H -2.8490 -2.9681 0.0120  C40 1.092
42 H -1.4527 -3.4241 1.0070  C40 1.092
43 C -1.4782 -4.3627 -0.9074  C40 1.531, C44 1.534, O50 1.415, H54 1.102
44 C -1.8597 -4.2110 -2.3852  C43 1.534, H45 1.087, C46 1.534, H53 1.091
45 H -1.0810 -3.7065 -2.9514  C44 1.087
46 C -2.0694 -5.6663 -2.8224  C44 1.534, H47 1.088, C48 1.544, H52 1.089
47 H -2.9519 -5.7735 -3.4502  C46 1.088
48 C -2.2270 -6.4269 -1.4883  C46 1.544, H49 1.099, O50 1.413, H51 1.092
49 H -1.3838 -7.1145 -1.3361  C48 1.099
50 O -2.2477 -5.4617 -0.4569  C43 1.415, C48 1.413
51 H -3.1583 -6.9924 -1.4217  C48 1.092
52 H -1.2080 -6.0391 -3.3738  C46 1.089
53 H -2.7928 -3.6525 -2.4703  C44 1.091
54 H -0.4041 -4.5953 -0.8315  C43 1.102
55 H -1.0707 -1.2642 -2.3574  C13 1.096
56 H -2.6676 -1.3970 -1.5949  C13 1.093
57 H -0.9849 1.0521 -2.9679  C9 1.080
58 H -0.8452 3.4078 -2.2574  C8 1.079
59 H -1.2973 4.0486 0.0493  C7 1.077

- SMILES: COc1cccc(CN(C[C@@H]2CCCO2)S(=O)(=O)c2ccc(S(=O)(=O)N(C)C)cc2)c1
- Kohn-Sham gap: 8.412 eV
- LUMO energy: -0.06 eV
- Energy above the lowest of the compared OMol25 structures with the same formula, charge and spin: 163.43 kJ/mol
- E_HOMO: -0.31147 Eh